No. 1
ORCA calculation (the ωB97M-V functional and the def2-TZVPD basis) on C11H19AuClINOP as an isolated structure in a non-equilibrium geometry.

Output
**HOMO energy (alpha / beta)**: -15.84 / -15.81 eV
**2S+1**: 3
**Energy relative to the best compared isomer or geometry (same formula, charge and spin)**: 98.8 kcal/mol
**Total charge**: +2
**Kohn-Sham gap (alpha / beta)**: 5.02 / 4.42 eV

```
36
Properties=species:S:1:pos:R:3:forces:R:3
C 1.10497 -1.39437 -1.50910 -0.956 -2.753 0.223
I 2.88921 2.51789 -1.26429 0.672 0.844 -0.158
H 0.50651 -2.19444 -1.97255 -0.009 0.677 0.047
H 1.50918 -1.74473 -0.56183 -0.427 0.510 0.252
H 1.84199 -0.95112 -2.12107 0.369 0.893 -0.512
Au -1.16115 -0.28693 -0.40090 0.999 1.357 -1.069
P -0.44203 0.45547 -2.88918 -1.170 -0.904 -2.919
C 1.09411 0.85043 -3.86669 0.729 0.018 1.487
C -1.07839 -0.89562 -3.95627 -0.084 -0.378 0.918
H -2.57308 1.62349 -3.09887 0.424 0.139 -0.199
H -1.46609 1.95823 -4.51367 0.194 -0.437 0.305
H -1.17336 2.74545 -2.94398 -0.299 -0.035 -0.119
C -1.53870 1.82807 -3.42274 -0.215 0.473 1.573
H -2.09383 -1.15323 -3.63453 0.196 -0.093 -0.118
H -1.09489 -0.55618 -4.99985 0.077 0.082 0.314
H 0.87710 0.73957 -4.93671 -0.535 0.303 0.321
H 1.84933 0.08697 -3.66088 0.093 0.389 -0.089
H -0.41384 -1.76147 -3.86103 -0.310 0.058 -0.231
H 1.47592 1.84540 -3.56477 -0.231 -0.683 -0.549
C 1.24122 0.77158 -0.31619 0.529 -0.001 1.164
O 1.98203 0.35634 0.44093 0.308 0.329 -0.812
Cl -3.44460 -0.25377 -0.83396 1.085 -0.113 -0.029
C 0.08238 -0.63302 6.11143 -0.101 -0.031 0.202
C 0.02980 -0.38840 4.63244 0.471 -0.718 0.067
C 0.86065 0.53329 3.99031 -0.828 0.494 -0.274
C 0.65486 0.82250 2.64877 0.350 -0.520 0.639
N -0.14525 0.04982 1.89327 -0.833 -0.164 -1.217
C -0.82917 -0.95127 2.45400 0.200 -0.175 1.121
C -0.78558 -1.17225 3.82458 -0.667 0.118 -0.332
H 1.10443 -0.84679 6.44991 -0.205 0.135 -0.124
H -0.27239 0.25769 6.64131 0.126 -0.104 -0.013
H -0.55757 -1.47513 6.40851 0.206 0.279 -0.163
H 1.57127 1.12284 4.54231 0.115 0.124 0.172
H 1.24823 1.63346 2.21696 -0.562 -0.334 -0.079
H -1.40013 -1.63514 1.81046 0.076 0.336 0.246
H -1.45312 -1.90464 4.26388 0.215 -0.114 -0.042
```
Positions in Å, forces in eV/Å.

No. 2
ORCA calculation (the ωB97M-V functional and the def2-TZVPD basis) on C19H18BrFIrN9O6 as an isolated structure.

Output
**HOMO energy**: -13.69 eV
**Energy relative to the best compared isomer or geometry (same formula, charge and spin)**: 0.0 kcal/mol
**Total charge**: +2
**Kohn-Sham gap**: 5.42 eV

```
55
Properties=species:S:1:pos:R:3:forces:R:3
Ir -0.74279 1.04014 -0.07890 -0.478 0.111 -0.161
Br 5.09672 -3.62451 -0.31646 0.038 -0.008 0.051
C 3.92172 -2.16446 -0.28534 -0.033 0.047 0.027
C 2.97546 -2.04739 -1.29765 0.012 -0.022 -0.003
C 2.08325 -0.99104 -1.27676 -0.063 -0.015 0.037
C 2.17454 -0.04926 -0.26310 -0.140 0.183 -0.063
C 3.12775 -0.14278 0.73656 -0.111 0.115 -0.027
C 4.00148 -1.21847 0.72957 0.052 -0.106 -0.034
N 1.27545 1.09435 -0.32448 0.350 -0.221 0.135
C 1.75063 2.23521 -0.65384 -0.080 0.086 0.007
C 0.81965 3.35589 -0.80682 0.112 -0.143 0.019
C 1.22192 4.62764 -1.15135 -0.006 0.026 0.027
C 0.25321 5.61421 -1.31831 0.022 -0.029 0.006
C -1.07349 5.27880 -1.13290 -0.018 0.008 0.002
C -1.40545 3.97435 -0.78708 -0.037 0.014 0.016
N -0.48555 3.02545 -0.63058 0.076 0.050 -0.059
H 2.96476 -2.77146 -2.10203 -0.068 0.001 -0.006
H 1.33787 -0.88649 -2.05634 0.006 -0.025 -0.040
H 3.18450 0.61359 1.50761 0.013 -0.027 0.065
H 4.74936 -1.31688 1.50373 0.003 0.002 -0.001
H 2.81457 2.35398 -0.83831 -0.018 0.043 -0.047
H 2.27360 4.84217 -1.28553 -0.003 0.001 -0.008
H 0.53695 6.62178 -1.58981 0.000 0.000 0.002
H -1.85873 6.01156 -1.25397 -0.006 -0.011 0.005
H -2.43728 3.69084 -0.62768 0.006 -0.001 0.000
N -2.85985 0.97738 -0.14020 0.466 0.290 0.019
N -3.38636 1.65836 0.98306 -0.084 0.033 0.121
C -2.54567 1.73127 2.05551 0.051 0.056 -0.085
N -3.05596 1.95381 3.23736 -0.149 -0.022 0.110
N -1.23194 1.66236 1.74099 0.159 0.047 -0.038
N -0.23886 1.80421 2.74242 0.112 -0.033 0.062
O -0.59506 2.07527 3.86473 0.089 -0.017 -0.073
O 0.88690 1.65446 2.36075 -0.084 0.032 -0.004
H -3.28456 1.35101 -0.98541 -0.005 0.050 0.009
H -3.08207 -0.00510 -0.01765 -0.176 -0.602 -0.110
H -4.34199 1.39709 1.19918 -0.021 0.033 -0.004
H -4.05540 1.96867 3.37545 -0.002 -0.008 -0.030
H -2.44263 2.07341 4.03260 -0.015 0.010 -0.029
F 1.97134 -5.92869 -0.70399 -0.003 0.016 -0.029
C 1.01160 -5.04351 -0.93260 0.077 0.037 0.125
C 0.29307 -4.52712 0.06415 0.019 0.059 -0.064
N -0.70084 -3.58748 -0.17543 0.033 0.080 -0.068
C -1.52550 -3.07280 0.89106 -0.162 0.067 -0.060
C -1.61131 -1.55940 0.93146 0.021 0.085 0.071
O -2.55758 -1.02246 1.49969 0.007 -0.044 -0.029
O -0.64586 -0.89933 0.35506 0.062 -0.176 0.102
C -1.01062 -3.15678 -1.44612 -0.043 -0.133 -0.009
O -1.90470 -2.34910 -1.65397 0.011 0.067 0.002
N -0.23940 -3.69728 -2.44212 0.006 0.079 0.063
C 0.81893 -4.61329 -2.31587 -0.026 -0.036 -0.112
O 1.47200 -4.95320 -3.26478 -0.006 0.041 0.035
H 0.46685 -4.81099 1.09216 -0.040 -0.026 0.002
H -1.14545 -3.42714 1.84700 0.032 0.006 0.047
H -2.55833 -3.41291 0.79086 0.064 -0.057 0.038
H -0.46089 -3.40790 -3.38557 -0.020 -0.014 -0.013
```
Positions in Å, forces in eV/Å.

No. 3
ORCA calculation (the ωB97M-V functional and the def2-TZVPD basis) on one molecule with the formula C8H15N3 in a non-equilibrium geometry.

Output
**HOMO energy**: -8.05 eV
**Energy relative to the best compared isomer or geometry (same formula, charge and spin)**: 70.4 kcal/mol
**Kohn-Sham gap**: 8.92 eV

```
26
Properties=species:S:1:pos:R:3:forces:R:3
C -2.23525 -2.07654 -0.63706 -1.829 -0.757 -0.212
C -0.95763 -1.48827 -1.05061 3.048 1.722 2.396
N -0.41894 -0.57011 0.03584 4.264 -0.056 0.134
C 1.24846 -0.61222 -0.06679 -4.294 0.281 -0.517
N 1.93164 -1.24776 -1.01917 -0.962 1.830 1.279
C 3.18760 -0.67992 -0.91262 -0.042 -0.370 0.942
C 3.25922 0.18653 0.13750 2.455 1.583 1.723
N 1.99397 0.21585 0.71929 0.341 -1.410 -2.156
C -1.01345 0.74388 0.27703 -3.172 -0.051 -0.114
C -0.51421 2.07763 -0.35930 0.171 -1.344 -0.786
C -1.07085 1.10458 1.76021 0.336 1.909 2.045
H -2.99627 -1.58581 -1.26384 -0.354 -0.250 0.753
H -2.37952 -3.16564 -0.77231 0.517 0.465 -0.366
H -2.39270 -1.94752 0.44223 -0.151 0.375 -0.372
H -0.07060 -2.07764 -0.97354 -0.187 -1.650 -1.117
H -0.89191 -0.90305 -1.93608 -0.527 -0.035 -1.264
H 3.97689 -1.02587 -1.53658 0.439 -0.021 -0.282
H 4.17701 0.75710 0.65925 -2.435 -1.493 -1.562
H 1.64004 0.79896 1.42798 -0.260 0.613 0.770
H -2.19110 0.54733 -0.01090 2.873 0.547 0.308
H -1.29647 2.83812 -0.10459 1.043 -0.403 -0.492
H 0.47416 2.27482 0.09733 -0.630 0.417 -0.205
H -0.30985 1.94718 -1.44140 -0.516 0.430 0.407
H -2.04568 1.63160 2.09191 1.289 -1.267 -0.586
H -0.32388 1.96283 1.97628 -0.805 -1.319 -0.224
H -0.78071 0.29394 2.45997 -0.611 0.253 -0.502
```
Positions in Å, forces in eV/Å.

No. 4
ORCA calculation (the ωB97M-V functional and the def2-TZVPD basis) on a 6-piece molecular cluster, C5H20FN10O5 overall in a non-equilibrium geometry.

Output
**HOMO energy**: -6.69 eV
**Energy relative to the best compared isomer or geometry (same formula, charge and spin)**: 15.0 kcal/mol
**Total charge**: -1
**Kohn-Sham gap**: 9.60 eV

```
41
Properties=species:S:1:pos:R:3:forces:R:3
F 2.48596 -1.39194 14.15217 -0.220 0.153 -0.540
C 2.19322 -0.57463 10.04534 0.330 -2.376 0.410
O 2.34885 -1.07550 8.95907 -0.011 -0.094 -2.135
N 2.12203 -1.39164 11.12575 -0.286 -0.336 2.538
N 2.07987 0.72795 10.25481 -0.365 2.638 1.162
H 2.21424 -2.40584 11.00764 0.236 1.092 -0.321
H 2.25621 -1.08062 12.11059 -0.103 -0.303 -1.080
H 1.93293 1.11713 11.17432 0.088 -0.308 -0.104
H 2.01621 1.39253 9.50923 0.171 -0.364 -0.349
C 5.22228 0.93904 13.75366 2.339 -1.179 -1.496
O 6.14609 1.74828 13.86453 -0.948 0.100 0.606
N 3.90516 1.19394 13.93664 0.337 -0.076 -0.423
N 5.52557 -0.34473 13.24976 -1.934 2.962 0.919
H 3.26689 0.42888 13.98336 -0.494 -0.639 0.212
H 3.68539 2.03930 14.39221 -0.205 0.771 0.441
H 4.73569 -0.94227 13.16596 0.161 -1.269 -0.298
H 6.47025 -0.59365 13.36096 0.720 -0.707 -0.128
C -0.09310 -3.86892 14.60883 1.609 2.565 -0.302
O -0.65694 -4.90164 14.43103 -1.397 -2.342 0.165
N -0.12196 -2.88157 13.62874 1.110 0.804 1.021
N 0.60689 -3.57820 15.78257 -1.453 -0.582 -1.280
H 0.62807 -2.16006 13.57423 -0.762 -0.833 0.183
H -0.59047 -3.15425 12.78759 0.111 -0.101 -0.177
H 0.61710 -4.33859 16.42412 0.258 -0.242 0.324
H 1.29877 -2.87731 15.81661 0.750 0.829 0.104
C 3.77097 -1.03444 17.14648 2.414 -0.867 -2.904
O 4.17024 -0.75297 18.22885 0.869 0.422 2.732
N 4.60026 -1.58781 16.12213 -2.451 0.009 0.019
N 2.53537 -0.87265 16.71426 -1.938 -0.047 -0.749
H 4.11730 -1.59654 15.20558 0.789 -0.004 0.798
H 5.56755 -1.39050 16.11345 0.743 0.365 0.243
H 2.30923 -0.84701 15.73809 0.206 -0.372 -0.783
H 1.81815 -0.57042 17.30370 -0.627 0.527 1.305
C 4.33215 -3.87955 12.82451 0.618 -1.408 -2.242
O 4.78101 -2.96173 12.10123 -1.299 -0.768 2.292
N 4.64236 -5.18723 12.37653 0.364 1.200 -0.784
N 3.49408 -3.91607 13.89415 0.311 -0.282 -0.193
H 5.17863 -5.15606 11.50483 -0.247 -0.382 0.905
H 4.59200 -6.01134 12.93880 0.068 -0.117 0.070
H 3.10930 -4.84015 14.14521 0.287 1.267 -0.268
H 3.00488 -3.06129 14.13882 -0.149 0.296 0.105
```
Positions in Å, forces in eV/Å.

No. 5
ORCA calculation (the ωB97M-V functional and the def2-TZVPD basis) on C4H7N3O as an isolated structure in a non-equilibrium geometry.

Output
**HOMO energy**: -8.39 eV
**Energy relative to the best compared isomer or geometry (same formula, charge and spin)**: 182.1 kcal/mol
**Kohn-Sham gap**: 8.82 eV

```
15
Properties=species:S:1:pos:R:3:forces:R:3
C -2.69423 0.54279 0.04601 0.128 4.431 -0.599
C -0.90280 -0.97458 -0.27929 2.711 -1.724 0.016
C 2.47222 0.40832 -0.66936 0.026 0.652 -1.955
C 2.03752 0.48602 0.90394 -1.915 -0.878 -2.546
H -3.78785 0.69884 0.62259 2.834 -0.734 -1.526
H -2.85824 -1.62164 0.56609 2.308 2.840 -2.617
H -0.39744 -2.05115 -0.21396 -1.319 2.213 0.213
H 3.01289 -0.54122 -1.14976 0.433 2.780 1.583
H 2.58601 1.44933 -1.55660 -0.948 -3.193 3.255
H 1.14724 1.20550 1.17950 2.557 -0.764 -0.681
H 2.55434 -0.04260 1.78602 -0.850 0.627 -1.859
N -2.29483 -0.86999 -0.11909 -1.638 1.532 2.131
N -0.15120 0.05037 -0.50775 1.901 -1.139 1.048
N 1.33371 -0.37588 -0.26190 -2.239 0.118 1.310
O -2.05735 1.63587 -0.34644 -3.989 -6.760 2.226
```
Positions in Å, forces in eV/Å.

No. 6
ORCA calculation (the ωB97M-V functional and the def2-TZVPD basis) on one molecule with the formula C17H23N3O2S in a non-equilibrium geometry.

Output
**HOMO energy**: -8.31 eV
**Energy relative to the best compared isomer or geometry (same formula, charge and spin)**: 3.7 kcal/mol
**Kohn-Sham gap**: 8.69 eV

```
46
Properties=species:S:1:pos:R:3:forces:R:3
C -3.15615 -2.13571 3.62474 0.000 -0.104 -0.057
C -2.69950 -2.87227 2.36400 0.133 0.040 0.143
C -2.09392 -1.89181 1.38446 -0.063 -0.474 0.101
O -0.90380 -1.80498 1.17280 0.237 -0.003 0.109
N -3.03242 -1.10096 0.77222 -0.031 0.096 0.118
C -2.84705 -0.09202 -0.17061 -0.118 0.182 -0.269
S -4.20659 0.41099 -0.95761 -0.415 0.131 -0.188
N -1.59145 0.35266 -0.28980 0.044 -0.699 0.823
C -1.00651 1.26657 -1.15378 0.156 0.474 -0.458
C -1.65536 1.81469 -2.25791 -0.114 -0.074 0.011
C -0.99196 2.69329 -3.09304 0.248 0.046 0.061
C 0.32702 3.03847 -2.85090 -0.014 0.063 -0.122
C 0.98646 2.48799 -1.76655 -0.082 -0.083 0.037
C 0.34025 1.60220 -0.91452 -0.286 0.098 -0.068
C 1.04859 1.05054 0.28036 0.078 0.150 -0.178
O 0.50993 0.95456 1.37327 -0.047 -0.079 0.155
N 2.32318 0.67855 0.05957 0.373 -0.078 -0.158
C 3.11064 0.01848 1.08325 0.056 -0.062 0.556
C 2.83516 -1.49068 1.10216 -0.165 0.130 -0.192
C 3.38491 -2.17435 -0.14582 0.184 -0.104 0.282
C 4.88086 -1.90725 -0.28444 -0.145 0.084 -0.309
C 5.15173 -0.40758 -0.35843 0.145 -0.137 0.278
C 4.59772 0.30342 0.87530 -0.126 0.097 -0.178
H -2.31645 -1.61444 4.07776 0.040 0.064 0.070
H -3.93022 -1.40646 3.39620 -0.068 0.068 0.052
H -3.55332 -2.84518 4.34620 -0.045 -0.002 0.077
H -1.93424 -3.60471 2.62217 -0.036 0.044 -0.147
H -3.54275 -3.38964 1.90233 0.017 -0.035 -0.034
H -4.00998 -1.31365 0.92946 0.198 0.095 -0.102
H -0.94628 -0.01330 0.41908 -0.242 0.035 -0.219
H -2.68082 1.55583 -2.45811 0.037 -0.012 0.024
H -1.51450 3.11368 -3.93884 -0.056 0.028 -0.072
H 0.83835 3.73335 -3.49939 0.047 0.068 -0.044
H 2.00891 2.77105 -1.55979 0.072 0.012 0.037
H 2.67706 0.66377 -0.88285 -0.183 0.054 -0.015
H 2.77585 0.44660 2.03502 0.104 -0.069 -0.162
H 3.30940 -1.91662 1.98819 0.016 -0.041 0.086
H 1.75920 -1.65356 1.18357 -0.003 0.003 0.106
H 3.20355 -3.24862 -0.08121 -0.077 0.002 -0.084
H 2.86125 -1.80691 -1.03163 -0.053 -0.034 -0.081
H 5.26830 -2.39849 -1.17949 0.066 -0.050 0.045
H 5.40276 -2.32527 0.57929 0.070 -0.057 0.038
H 6.22639 -0.22585 -0.42669 -0.028 0.073 -0.101
H 4.69745 -0.00197 -1.26632 0.035 0.040 -0.118
H 4.75443 1.38102 0.79020 0.013 0.018 0.097
H 5.13745 -0.04416 1.75789 0.025 0.003 0.049
```
Positions in Å, forces in eV/Å.